Entry 1:
{"formula": "C31H51N5O30S7", "method": "ωB97M-V/def2-TZVPD", "smiles": "C[N+](=O)[O-].O=S1(=O)OCCO1.O=S1(=O)OCCO1.O=S1(=O)OCCO1.O=S1(=O)OCCO1.O=S1(=O)OCCO1.O=S1(=O)OCCO1.O=S1(=O)OCCO1.c1cc[nH]c1.c1cc[nH]c1.c1cc[nH]c1.c1cc[nH]c1", "homo_ev": -7.99, "relative_energy_kcal_mol": 74.2, "e_lumo_ev": -0.09, "elements": ["C", "N", "O", "O", "H", "H", "H", "O", "S", "O", "O", "C", "C", "O", "H", "H", "H", "H", "O", "S", "O", "O", "C", "C", "O", "H", "H", "H", "H", "O", "S", "O", "O", "C", "C", "O", "H", "H", "H", "H", "O", "S", "O", "O", "C", "C", "O", "H", "H", "H", "H", "O", "S", "O", "O", "C", "C", "O", "H", "H", "H", "H", "O", "S", "O", "O", "C", "C", "O", "H", "H", "H", "H", "O", "S", "O", "O", "C", "C", "O", "H", "H", "H", "H", "C", "C", "C", "N", "C", "H", "H", "H", "H", "H", "C", "C", "C", "N", "C", "H", "H", "H", "H", "H", "C", "C", "C", "N", "C", "H", "H", "H", "H", "H", "C", "C", "C", "N", "C", "H", "H", "H", "H", "H"], "xyz": [[-4.59018, -4.81956, 0.49472], [-5.40357, -5.94392, 1.09467], [-4.72241, -6.72773, 1.65964], [-6.64011, -6.09701, 0.83446], [-4.66204, -4.88471, -0.59096], [-3.65104, -4.85765, 1.04669], [-5.16820, -3.93308, 0.75578], [9.86295, -2.76082, -3.00230], [8.71277, -1.95401, -3.33286], [8.95514, -0.54791, -3.64851], [7.63410, -2.67442, -4.40321], [6.65167, -3.40228, -3.73367], [6.29139, -2.66318, -2.51063], [7.48918, -2.04018, -2.11854], [5.77403, -3.71132, -4.30142], [7.18493, -4.30910, -3.44833], [5.83661, -3.13001, -1.63693], [5.60801, -1.87385, -2.82374], [-5.57340, -2.99151, -4.83234], [-4.72534, -2.17632, -5.67814], [-3.42087, -1.68316, -5.20070], [-4.58886, -2.92427, -7.11373], [-5.67823, -2.68191, -7.94481], [-5.81347, -1.21847, -7.82017], [-5.58470, -0.94614, -6.44058], [-5.38598, -2.89401, -8.97326], [-6.55324, -3.22632, -7.58973], [-6.76851, -0.75319, -8.06410], [-5.01691, -0.69661, -8.35052], [2.09952, 4.28180, 4.81761], [2.00360, 5.69748, 4.47410], [3.15814, 6.55945, 4.59821], [1.18888, 5.92266, 3.03012], [0.31039, 6.95159, 3.15931], [-0.23350, 6.88102, 4.50960], [0.74923, 6.39551, 5.41686], [0.69033, 7.93503, 2.88254], [-0.48093, 6.85633, 2.41579], [-1.06059, 6.19944, 4.70823], [-0.51330, 7.89178, 4.80652], [-7.36349, -2.96598, 7.44143], [-6.08839, -2.28971, 7.75765], [-5.09704, -2.90846, 8.61854], [-5.37551, -1.75165, 6.35594], [-4.89785, -0.49527, 6.47044], [-5.29369, 0.03678, 7.86374], [-6.38439, -0.74490, 8.19112], [-3.82457, -0.36153, 6.33519], [-5.25408, 0.13044, 5.65210], [-5.52685, 1.09045, 7.71037], [-4.57752, -0.22619, 8.64222], [-4.52635, 3.65309, 1.49508], [-5.18409, 3.71019, 0.16352], [-4.55297, 4.43692, -0.92431], [-5.67494, 2.18950, -0.40382], [-6.90588, 2.22589, -1.02601], [-7.66145, 3.36489, -0.42996], [-6.76484, 4.13164, 0.37136], [-6.85717, 2.18045, -2.11397], [-7.27397, 1.29833, -0.58756], [-8.43531, 2.98918, 0.23942], [-7.99442, 4.06972, -1.19183], [1.04213, 8.92481, -3.24397], [0.93577, 8.76054, -1.75993], [-0.30067, 8.89469, -1.02063], [1.51855, 7.24747, -1.45678], [2.98825, 7.30948, -1.44646], [3.40042, 8.77485, -1.13781], [2.21499, 9.47423, -0.97261], [3.24657, 6.64327, -0.62334], [3.31582, 6.91677, -2.40905], [4.22933, 9.23797, -1.67310], [3.83597, 8.91080, -0.14790], [-0.70205, -1.24122, 2.09236], [0.39198, -0.93320, 1.16145], [1.63176, -1.75870, 1.07980], [-0.31068, -0.70993, -0.36462], [-0.15120, 0.51507, -0.89177], [1.02295, 1.07349, -0.17474], [0.72127, 0.68927, 1.20523], [0.05987, 0.41068, -1.95603], [-1.10521, 0.93703, -0.57568], [1.12541, 2.15321, -0.28343], [1.88781, 0.53371, -0.56043], [2.27914, -3.03628, -8.53624], [1.21906, -2.95339, -7.68822], [0.51575, -4.08820, -7.90152], [1.23567, -4.87952, -8.68562], [2.35804, -4.25704, -9.10375], [2.99266, -2.24928, -8.73100], [0.87701, -2.15723, -7.04360], [-0.36015, -4.47108, -7.39895], [1.03522, -5.79394, -9.06478], [3.04110, -4.71712, -9.80244], [0.10554, -1.81826, 9.66196], [0.06207, -1.93778, 8.25533], [0.68375, -0.81206, 7.78723], [1.16651, -0.01229, 8.81879], [0.82530, -0.68398, 9.98681], [-0.28305, -2.47460, 10.42657], [-0.35651, -2.70496, 7.62081], [0.82313, -0.62411, 6.73288], [1.83756, 0.74253, 8.81310], [1.32696, -0.49052, 10.92346], [7.04626, 2.37096, 2.32349], [8.16962, 3.16280, 2.39664], [8.96522, 3.07088, 1.22909], [8.27131, 2.16292, 0.47529], [7.07954, 1.87466, 1.03294], [6.37116, 2.30605, 3.16399], [8.18482, 3.78331, 3.28046], [9.86519, 3.54979, 0.87259], [8.56114, 1.84164, -0.43733], [6.40949, 1.27588, 0.43387], [1.02060, -6.86687, -2.72093], [-0.05830, -6.54479, -1.89802], [-0.17523, -7.61224, -0.95475], [0.73056, -8.59883, -1.35025], [1.43567, -8.13477, -2.44577], [1.51058, -6.22773, -3.44052], [-0.61540, -5.62155, -1.95853], [-0.73242, -7.73877, -0.03827], [0.96395, -9.39994, -0.78118], [2.16183, -8.81178, -2.87093]], "mulliken_charge": [-0.70, 0.84, -0.50, -0.54, 0.29, 0.32, 0.27, -0.49, 1.07, -0.51, -0.33, -0.39, -0.19, -0.36, 0.34, 0.31, 0.31, 0.23, -0.52, 1.08, -0.48, -0.30, -0.28, -0.28, -0.33, 0.29, 0.29, 0.29, 0.24, -0.50, 1.04, -0.52, -0.27, -0.29, -0.25, -0.34, 0.27, 0.33, 0.26, 0.27, -0.53, 1.08, -0.51, -0.27, -0.32, -0.37, -0.32, 0.30, 0.30, 0.29, 0.33, -0.50, 1.05, -0.50, -0.30, -0.21, -0.20, -0.32, 0.26, 0.24, 0.23, 0.27, -0.55, 1.11, -0.50, -0.28, -0.24, -0.27, -0.35, 0.26, 0.25, 0.31, 0.26, -0.47, 0.99, -0.50, -0.29, -0.17, -0.41, -0.27, 0.27, 0.23, 0.33, 0.29, -0.50, -0.38, -0.47, 0.02, -0.45, 0.38, 0.42, 0.43, 0.19, 0.37, -0.37, -0.41, -0.50, -0.04, -0.48, 0.39, 0.41, 0.44, 0.23, 0.33, -0.41, -0.20, -0.65, 0.04, -0.50, 0.40, 0.34, 0.36, 0.19, 0.42, -0.44, -0.38, -0.54, -0.03, -0.43, 0.42, 0.41, 0.39, 0.23, 0.37]}

---

Entry 2:
{"formula": "C31H52ClN3O8", "method": "ωB97M-V/def2-TZVPD", "smiles": "CCCCCCCCCCCCc1c(CCCOC)c(Cl)c(COCOCCO)c2c1C(=O)N(COC)C2=O.NC(N)=O", "homo_ev": -9.69, "e_lumo_ev": -0.61, "elements": ["C", "C", "C", "C", "C", "C", "C", "C", "C", "C", "C", "C", "C", "C", "C", "C", "C", "O", "C", "C", "Cl", "C", "C", "O", "C", "O", "C", "C", "O", "C", "C", "C", "O", "N", "C", "O", "C", "C", "O", "H", "H", "H", "H", "H", "H", "H", "H", "H", "H", "H", "H", "H", "H", "H", "H", "H", "H", "H", "H", "H", "H", "H", "H", "H", "H", "H", "H", "H", "H", "H", "H", "H", "H", "H", "H", "H", "H", "H", "H", "H", "H", "H", "H", "H", "H", "H", "H", "N", "C", "N", "O", "H", "H", "H", "H"], "xyz": [[7.31304, -5.29954, 1.50187], [6.19927, -4.32921, 1.10143], [6.68994, -2.88164, 1.04898], [5.75591, -1.96679, 0.24956], [6.26725, -0.51862, 0.17910], [5.86823, 0.21703, -1.10374], [4.35207, 0.45736, -1.20443], [3.61595, -0.51147, -2.14561], [2.12663, -0.61240, -1.82987], [1.81420, -1.50716, -0.61899], [0.34466, -1.97190, -0.60552], [-0.35919, -1.89430, 0.77339], [-1.42475, -0.81960, 0.85609], [-1.40188, 0.22489, 1.79969], [-0.31481, 0.30121, 2.84075], [1.05854, 0.77021, 2.33731], [1.18461, 2.27944, 2.15233], [2.55737, 2.65806, 2.16386], [2.99567, 3.10002, 3.42903], [-2.42949, 1.18897, 1.77697], [-2.41472, 2.48466, 2.93364], [-3.50206, 1.16974, 0.88058], [-4.57354, 2.23787, 0.86654], [-4.05359, 3.52317, 0.58730], [-3.59072, 3.67563, -0.74254], [-2.29301, 4.15363, -0.75748], [-1.27429, 3.17480, -0.78532], [-0.07208, 3.65799, -1.61548], [-0.47720, 4.65080, -2.53954], [-3.53433, 0.08211, 0.02349], [-2.53151, -0.88022, 0.01677], [-2.93263, -1.93911, -0.95884], [-2.30110, -2.82277, -1.45369], [-4.30816, -1.67290, -1.33601], [-5.26549, -2.63826, -0.81510], [-4.77395, -3.15579, 0.39866], [-5.07936, -4.52308, 0.60453], [-4.54610, -0.30773, -0.99681], [-5.38073, 0.37323, -1.52983], [7.76907, -4.98107, 2.44171], [6.94148, -6.31891, 1.60979], [8.09462, -5.30586, 0.73784], [5.78625, -4.61769, 0.13080], [5.40142, -4.40687, 1.84663], [7.68254, -2.85285, 0.58650], [6.75129, -2.48768, 2.06776], [5.62127, -2.38612, -0.75137], [4.78208, -1.98214, 0.75101], [7.35493, -0.52061, 0.28738], [5.83365, 0.03692, 1.01598], [6.20931, -0.36175, -1.96907], [6.39797, 1.17246, -1.12297], [4.17350, 1.47015, -1.57378], [3.91066, 0.38736, -0.20499], [3.72277, -0.12608, -3.16563], [4.07614, -1.50221, -2.14516], [1.70459, 0.38808, -1.67977], [1.60872, -1.04065, -2.69614], [2.05537, -0.95175, 0.28667], [2.48099, -2.37054, -0.67288], [0.30767, -3.00411, -0.94981], [-0.21063, -1.38057, -1.33598], [-0.85766, -2.84123, 0.99700], [0.38744, -1.71408, 1.54523], [-0.61447, 0.97698, 3.64116], [-0.20817, -0.67832, 3.31402], [1.31162, 0.27091, 1.40532], [1.80844, 0.46410, 3.07334], [0.81378, 2.58137, 1.16998], [0.64421, 2.81365, 2.93983], [4.08164, 3.17542, 3.39625], [2.72992, 2.39016, 4.22227], [2.58246, 4.08526, 3.67147], [-5.03576, 2.28736, 1.85379], [-5.34048, 1.96803, 0.14010], [-4.21538, 4.41486, -1.25179], [-3.65982, 2.71727, -1.27498], [-0.93066, 3.01057, 0.24280], [-1.64816, 2.22679, -1.18698], [0.71202, 4.03756, -0.94916], [0.35334, 2.79225, -2.13698], [0.19223, 4.70399, -3.22643], [-5.41955, -3.43899, -1.54444], [-6.22258, -2.12982, -0.65966], [-4.35484, -5.16664, 0.09536], [-5.03338, -4.71742, 1.67494], [-6.08382, -4.77377, 0.25308], [-7.25149, 3.78387, -2.40729], [-8.39645, 3.23178, -2.91915], [-8.34560, 1.87674, -3.09437], [-9.37896, 3.89605, -3.19279], [-6.43732, 3.24541, -2.17830], [-7.24524, 4.77538, -2.26104], [-9.16155, 1.42722, -3.46303], [-7.54006, 1.32153, -2.86713]], "mulliken_charge": [-1.32, -0.32, -0.96, 0.11, -0.84, -1.22, 0.09, -0.98, -0.69, 0.11, -1.00, -1.47, 0.70, 0.03, -2.55, 0.89, 0.36, -0.35, -0.75, 0.94, -0.22, 0.68, -1.35, -0.31, -0.47, -0.42, 0.81, -0.53, -0.53, 0.57, 0.58, 0.17, -0.56, 0.11, -0.60, -0.28, -0.84, -0.67, -0.54, 0.31, 0.37, 0.34, 0.34, 0.29, 0.43, 0.33, 0.26, 0.00, 0.54, 0.27, 0.47, 0.31, 0.49, -0.18, 0.38, 0.33, -0.07, 0.58, 0.10, 0.62, 0.19, 0.46, 0.61, 0.66, 0.72, 0.59, -0.91, 0.45, -0.84, 0.51, 0.30, 0.33, 0.26, 0.51, 0.31, 0.29, 0.37, -0.27, -0.06, 0.34, 0.18, 0.33, 0.47, 0.35, 0.31, 0.23, 0.36, -0.28, 0.54, -0.32, -0.66, 0.19, 0.16, 0.19, 0.20]}

---

Entry 3:
{"formula": "C31H52EuN3O6P2Si", "method": "ωB97M-V/def2-TZVPD", "homo_ev": [-8.84, -8.98], "s_squared": 15.760, "total_charge": 1, "relative_energy_kcal_mol": 8.3, "e_lumo_ev": [-3.02, -3.01], "spin_multiplicity": 8, "elements": ["Eu", "N", "C", "C", "C", "C", "C", "C", "C", "C", "N", "C", "H", "H", "H", "H", "H", "H", "H", "H", "C", "C", "C", "O", "P", "O", "C", "P", "O", "O", "C", "C", "C", "O", "C", "C", "C", "O", "C", "C", "C", "H", "H", "H", "H", "H", "H", "H", "H", "H", "H", "H", "H", "H", "H", "H", "H", "H", "H", "H", "H", "H", "H", "H", "H", "H", "H", "H", "H", "H", "H", "C", "Si", "C", "C", "N", "C", "C", "C", "C", "C", "C", "H", "H", "H", "H", "H", "H", "H", "H", "H", "H", "H", "H", "H", "H"], "xyz": [[5.04311, 6.69129, 17.18245], [2.93041, 5.12877, 18.39517], [1.61915, 5.78395, 18.28333], [0.42026, 5.04235, 18.46203], [-0.81023, 5.70657, 18.43576], [-0.84987, 7.10076, 18.28724], [0.33692, 7.78915, 17.89956], [0.34741, 9.15851, 17.53542], [1.52865, 9.67749, 17.05243], [2.76752, 9.04458, 17.03440], [2.81887, 7.74665, 17.54403], [1.63930, 7.14471, 17.88634], [2.83141, 4.14222, 18.16110], [3.09947, 5.23811, 19.40420], [0.42077, 3.99100, 18.67050], [-1.71030, 5.18774, 18.62717], [-1.76292, 7.63590, 18.29289], [-0.52932, 9.74923, 17.45852], [1.45356, 10.70690, 16.61101], [3.69730, 9.57298, 16.74098], [6.83953, 9.72136, 12.64157], [7.99724, 8.96469, 13.28578], [9.22753, 9.04301, 12.41573], [7.66391, 7.46320, 13.17625], [7.28112, 6.63956, 14.47313], [6.47844, 7.41433, 15.47742], [6.38357, 5.18565, 13.83112], [4.64753, 5.06349, 14.24580], [4.47607, 4.75730, 15.68772], [3.89318, 6.43094, 13.91893], [4.05101, 7.48760, 12.85062], [3.02537, 8.53795, 13.09426], [3.88323, 6.90340, 11.46973], [4.14314, 3.85256, 13.33904], [2.68622, 3.63137, 13.15285], [2.16935, 2.69336, 14.23158], [2.48392, 3.15342, 11.72944], [8.57049, 6.01318, 15.17443], [9.96895, 6.52512, 15.21105], [10.28230, 6.23983, 16.66129], [10.76510, 5.69112, 14.22068], [7.12350, 10.75038, 12.54907], [5.87409, 9.71364, 13.24440], [6.70478, 9.29591, 11.61940], [8.09216, 9.16182, 14.35284], [9.01115, 8.33585, 11.59458], [10.09039, 8.70133, 12.99327], [9.49612, 10.03060, 11.96417], [6.75126, 4.30176, 14.36015], [6.50033, 5.12970, 12.74435], [5.05740, 7.91413, 12.85937], [2.07636, 8.07129, 13.46907], [2.83155, 9.07622, 12.16130], [3.40795, 9.23109, 13.87377], [2.80054, 6.84904, 11.27568], [4.27693, 5.94964, 11.29245], [4.33187, 7.57464, 10.67927], [2.17669, 4.55674, 13.35984], [2.89906, 1.82287, 14.38571], [1.26227, 2.23948, 13.95108], [1.96005, 3.11779, 15.19144], [3.06013, 2.24580, 11.56994], [2.72966, 3.92638, 10.94247], [1.41186, 2.86517, 11.60240], [9.97849, 7.57925, 14.92355], [10.52018, 5.14546, 16.82930], [9.43116, 6.55105, 17.23081], [11.12524, 6.79446, 17.06060], [11.81657, 5.89407, 14.40050], [10.58695, 5.99091, 13.17346], [10.64510, 4.58883, 14.33794], [7.11807, 6.84596, 22.32577], [6.05791, 6.03121, 20.89801], [6.35501, 4.20805, 20.87829], [4.22456, 6.59177, 21.27317], [6.39082, 6.74866, 19.31035], [6.97377, 8.00012, 19.19094], [8.33694, 8.12143, 18.92085], [8.78852, 9.30311, 18.40260], [7.99016, 10.42450, 18.27271], [6.62801, 10.35502, 18.66798], [6.09302, 9.16413, 19.06525], [7.44905, 6.06396, 22.97384], [6.70360, 7.68197, 22.91264], [7.98800, 7.34213, 21.86261], [7.41462, 4.11233, 21.26506], [6.19029, 3.67944, 19.94019], [5.72552, 3.79005, 21.63273], [3.58543, 5.71622, 21.31759], [3.85113, 7.31172, 20.54130], [4.19413, 7.08894, 22.25561], [9.03566, 7.34335, 19.14963], [9.91087, 9.44512, 18.25859], [8.46097, 11.32895, 17.90391], [6.03205, 11.31597, 18.66945], [5.08793, 9.10136, 19.48243]], "lowdin_spin": [7.03, 0.00, 0.00, 0.00, 0.00, 0.00, 0.00, 0.00, 0.00, 0.00, -0.01, 0.00, 0.00, 0.00, 0.00, 0.00, 0.00, 0.00, 0.00, 0.00, 0.00, 0.00, 0.00, 0.00, 0.00, -0.01, 0.00, 0.00, -0.01, 0.00, 0.00, 0.00, 0.00, 0.00, 0.00, 0.00, 0.00, 0.00, 0.00, 0.00, 0.00, 0.00, 0.00, 0.00, 0.00, 0.00, 0.00, 0.00, 0.00, 0.00, 0.00, 0.00, 0.00, 0.00, 0.00, 0.00, 0.00, 0.00, 0.00, 0.00, 0.00, 0.00, 0.00, 0.00, 0.00, 0.00, 0.00, 0.00, 0.00, 0.00, 0.00, 0.00, 0.00, 0.00, 0.00, -0.01, 0.00, 0.00, 0.00, 0.00, 0.00, 0.00, 0.00, 0.00, 0.00, 0.00, 0.00, 0.00, 0.00, 0.00, 0.00, 0.00, 0.00, 0.00, 0.00, 0.00]}